The following is a quantum chemistry calculation of a single C3H4N2 molecule in a non-equilibrium geometry, from the OMol25 dataset.

Geometry as ORCA input:
```
! wB97M-V def2-TZVPD RIJCOSX def2/J DEFGRID3
* xyz 0 1
C 0.33980 -0.25162 1.62492
C -0.16675 -0.39565 0.23230
C -0.41377 0.72531 -0.59970
H -0.74031 -1.28846 0.13823
H -0.25047 1.76045 -0.26846
H -1.26169 0.48265 -1.31191
H 0.84103 -0.71771 -1.63097
N 0.83969 -0.29686 2.66797
N 0.81248 -0.01810 -0.85238
*
```

Relative energy (zero: lowest compared OMol25 entry of this formula, charge and spin) in kJ/mol: 182.3
Highest occupied orbital energy in eV: -10.68
SMILES: N#C[C@H]1CN1
E_LUMO in eV: 0.722
Orbital gap in Ha: 0.4189

Mulliken atomic charge list, values in e, 4 entries: C 0.046; C 0.066; C -0.281; H 0.372

=====

The following is a quantum chemistry calculation of a single C3H4N2O molecule in a non-equilibrium geometry, from the OMol25 dataset.

Geometry as ORCA input:
```
! wB97M-V def2-TZVPD RIJCOSX def2/J DEFGRID3
* xyz 0 1
O -1.90244 -0.93768 -0.58953
C -0.86893 -0.26651 -0.22893
C -0.46210 1.16348 -0.21961
N 0.79735 1.33307 0.17182
C 1.32967 0.08917 0.21515
N 0.49883 -0.83510 -0.21452
H -1.15869 -0.58339 0.86697
H -1.09593 2.01828 -0.43018
H 2.26223 -0.14625 0.71126
H 0.60001 -1.83507 -0.28242
*
```

Relative energy (zero: lowest compared OMol25 entry of this formula, charge and spin) in kJ/mol: 384.2
Highest occupied orbital energy (spin up / spin down) in eV: -7.99 / -8.00
E_LUMO (spin up / spin down) in eV: -0.847 / -0.845
Orbital gap (spin up / spin down) in Ha: 0.2627 / 0.2630

Mulliken atomic charge list, values in e, 4 entries: O -0.726; C 0.199; C -0.122; N -0.508

=====

Question: Look up the relative energy (zero: lowest compared OMol25 entry of this formula, charge and spin) of the first one.
Answer: 182.3 kJ/mol